No. 1
Molecular formula: C3H10NO2
Method: DFT, ωB97M-V with the def2-TZVPD basis set

Summary:
Multiplicity = 3
Gap between HOMO and LUMO (spin up / spin down) = 5.5 / 8.1 eV
Total charge = +1
Energy above the lowest of the compared OMol25 structures with the same formula, charge and spin = 50.0 kcal/mol
Largest force on an atom = 7.9 eV/Å
HOMO level (spin up / spin down) = -0.335 / -0.588 Ha

Positions of all 16 atoms, in Å:
C (-0.7110, -0.7864, -1.6383)
C (0.4155, -0.1833, -0.7628)
C (-0.0683, 0.4946, 0.4583)
N (1.0612, 0.8060, 1.4277)
O (-0.7461, -0.6259, 1.5586)
O (-0.9986, 1.3667, 0.4272)
H (-0.8630, -1.8242, -1.4996)
H (-1.6263, -0.2421, -1.3233)
H (-0.4702, -0.7458, -2.7183)
H (0.8051, 0.6808, -1.3502)
H (1.1371, -0.9314, -0.5043)
H (0.8571, 0.1232, 2.1554)
H (1.2194, 1.7317, 1.9003)
H (1.9209, 0.7431, 0.7654)
H (-1.3746, -1.2626, 1.0988)
H (-1.2647, 1.8649, 1.2321)

Charges in e, computed with natural (NBO), in the same order as the atoms:
1 C -0.62
2 C -0.49
3 C 0.39
4 N -0.76
5 O -0.37
6 O -0.63
7 H 0.22
8 H 0.22
9 H 0.25
10 H 0.22
11 H 0.23
12 H 0.43
13 H 0.43
14 H 0.47
15 H 0.48
16 H 0.52

***

No. 2
Molecular formula: C3H10NO3
Method: DFT, ωB97M-V with the def2-TZVPD basis set

Summary:
Multiplicity = 1
Gap between HOMO and LUMO = 6.8 eV
Total charge = -1
Energy above the lowest of the compared OMol25 structures with the same formula, charge and spin = 25.0 kcal/mol
Largest force on an atom = 2.6 eV/Å
HOMO level = -0.112 Ha

Positions of all 17 atoms, in Å:
C (1.0148, 0.3176, -0.4142)
O (1.6393, 0.0294, 0.6851)
C (-0.4366, -0.4161, -0.4923)
C (-0.0960, -1.9045, -0.7211)
O (-0.1269, -2.3400, -2.0990)
N (-1.1460, -0.3838, 0.7989)
H (1.3869, -0.0768, -1.4482)
H (0.8266, 1.4052, -0.6256)
H (-1.1110, -0.1936, -1.3274)
H (0.9147, -2.1022, -0.3251)
H (-0.6356, -2.7066, -0.2072)
H (0.2223, -1.6473, -2.6279)
H (-0.5853, -0.9502, 1.4265)
H (-0.9760, 0.5312, 1.2185)
H (0.0955, 4.2956, 1.6368)
H (-0.8669, 3.1596, 1.4126)
O (-0.7287, 3.9270, 1.9637)

Charges in e, computed with natural (NBO), in the same order as the atoms:
1 C 0.02
2 O -0.91
3 C -0.14
4 C -0.08
5 O -0.75
6 N -0.85
7 H 0.02
8 H 0.06
9 H 0.15
10 H 0.18
11 H 0.16
12 H 0.45
13 H 0.36
14 H 0.33
15 H 0.47
16 H 0.48
17 O -0.95

***

No. 3
Molecular formula: C3H10NO4
Method: DFT, ωB97M-V with the def2-TZVPD basis set

Summary:
Multiplicity = 1
Gap between HOMO and LUMO = 8.5 eV
Total charge = -1
Energy above the lowest of the compared OMol25 structures with the same formula, charge and spin = 44.0 kcal/mol
Largest force on an atom = 7.5 eV/Å
HOMO level = -0.172 Ha

Positions of all 18 atoms, in Å:
C (-0.3039, -0.3299, 1.9352)
N (0.8714, -0.5475, 1.1776)
C (0.9136, -0.1339, -0.2461)
O (-0.0781, 0.2847, -0.8808)
O (2.0207, -0.2291, -0.6876)
C (-0.9720, -1.7838, 2.4082)
H (-0.0216, 0.1458, 2.9279)
H (-0.9861, 0.2178, 1.2691)
H (1.7481, -0.8836, 1.5059)
H (-1.9929, -1.5361, 2.7256)
H (-0.1789, -2.2913, 3.0392)
H (-0.9648, -2.5109, 1.5932)
H (-0.8375, -0.8350, -2.7786)
H (-1.4790, -0.2246, -1.8074)
O (-1.5722, -0.3788, -2.7840)
H (-0.0247, 1.9625, -1.1042)
H (-1.0783, 2.8237, -0.3770)
O (-0.1342, 2.8794, -0.6251)

Charges in e, computed with natural (NBO), in the same order as the atoms:
1 C -0.20
2 N -0.73
3 C 0.90
4 O -0.87
5 O -0.75
6 C -0.66
7 H 0.15
8 H 0.23
9 H 0.39
10 H 0.20
11 H 0.19
12 H 0.20
13 H 0.45
14 H 0.50
15 O -0.97
16 H 0.52
17 H 0.45
18 O -1.00

***

No. 4
Molecular formula: C3H10NO4
Method: DFT, ωB97M-V with the def2-TZVPD basis set

Summary:
Multiplicity = 1
Gap between HOMO and LUMO = 8.2 eV
Total charge = -1
Energy above the lowest of the compared OMol25 structures with the same formula, charge and spin = 25.1 kcal/mol
Largest force on an atom = 0.7 eV/Å
HOMO level = -0.159 Ha

Positions of all 18 atoms, in Å:
C (0.6973, 1.9176, 0.5460)
N (1.7047, 0.8729, 0.5445)
C (1.2603, -0.3620, -0.1024)
C (0.6662, -0.1184, -1.5403)
O (-0.5520, -0.3917, -1.7099)
O (1.4868, 0.3559, -2.3459)
H (0.0687, 1.9461, -0.3546)
H (1.1914, 2.8882, 0.5630)
H (0.0618, 1.8046, 1.4275)
H (2.5287, 1.1785, 0.0521)
H (0.5221, -0.8802, 0.5142)
H (2.1472, -0.9780, -0.2426)
H (-1.6345, 0.0205, 0.2801)
H (-2.5263, -0.4894, -0.7489)
O (-2.5679, -0.2218, 0.1826)
H (-2.2914, -2.2354, 1.3606)
H (-1.1741, -2.4284, 0.4096)
O (-1.5891, -2.8791, 1.1644)

Charges in e, computed with natural (NBO), in the same order as the atoms:
1 C -0.42
2 N -0.63
3 C -0.34
4 C 0.74
5 O -0.83
6 O -0.77
7 H 0.19
8 H 0.18
9 H 0.17
10 H 0.36
11 H 0.16
12 H 0.19
13 H 0.48
14 H 0.50
15 O -0.99
16 H 0.48
17 H 0.48
18 O -0.97

***

No. 5
Molecular formula: C3H10NOS
Method: DFT, ωB97M-V with the def2-TZVPD basis set

Summary:
Multiplicity = 1
Gap between HOMO and LUMO = 6.1 eV
Total charge = -1
Energy above the lowest of the compared OMol25 structures with the same formula, charge and spin = 43.4 kcal/mol
Largest force on an atom = 2.3 eV/Å
HOMO level = -0.104 Ha

Positions of all 16 atoms, in Å:
C (-1.6624, 2.1206, 0.1514)
C (-1.6420, 0.7409, -0.4733)
S (-1.4036, 0.7080, -2.2661)
H (-2.6357, 2.6099, 0.0103)
H (-0.9240, 2.7315, -0.3768)
H (-1.4186, 2.2069, 1.2086)
H (-0.7746, 0.2637, 0.0109)
H (-2.5073, 0.1357, -0.2141)
H (-0.1688, 0.1598, -2.3735)
N (2.3189, -2.5349, 0.9422)
C (1.6024, -1.3061, 0.2229)
O (1.1817, -0.3923, 1.0760)
H (3.2160, -2.0784, 1.1077)
H (1.8069, -2.5395, 1.8176)
H (2.2699, -0.9694, -0.5920)
H (0.7413, -1.8563, -0.2519)

Charges in e, computed with natural (NBO), in the same order as the atoms:
1 C -0.61
2 C -0.56
3 S -0.11
4 H 0.18
5 H 0.21
6 H 0.22
7 H 0.31
8 H 0.20
9 H 0.15
10 N -0.94
11 C 0.13
12 O -0.95
13 H 0.32
14 H 0.34
15 H 0.06
16 H 0.05

***

No. 6
Molecular formula: C3H10NOS
Method: DFT, ωB97M-V with the def2-TZVPD basis set

Summary:
Multiplicity = 1
Gap between HOMO and LUMO = 7.0 eV
Total charge = -1
Energy above the lowest of the compared OMol25 structures with the same formula, charge and spin = 5.6 kcal/mol
Largest force on an atom = 1.8 eV/Å
HOMO level = -0.107 Ha

Positions of all 16 atoms, in Å:
C (-1.6576, -1.3591, 0.2594)
C (-1.1822, 0.1024, 0.3423)
C (0.3592, 0.1813, 0.3279)
S (1.1508, 0.4526, -1.2966)
N (-1.8444, 0.8599, -0.7507)
H (-0.9647, -1.9950, -0.2099)
H (-2.5549, -1.3885, -0.3709)
H (-2.0052, -1.7910, 1.1857)
H (-1.5776, 0.5016, 1.2815)
H (0.6921, 1.0230, 0.9255)
H (0.7275, -0.6741, 0.9101)
H (-1.5801, 1.8254, -0.5844)
H (-1.3012, 0.5944, -1.5651)
H (4.2632, 0.0433, 0.3301)
H (3.2920, 0.7667, -0.6029)
O (4.1832, 0.8572, -0.1822)

Charges in e, computed with natural (NBO), in the same order as the atoms:
1 C -0.62
2 C -0.06
3 C -0.54
4 S -0.70
5 N -0.86
6 H 0.21
7 H 0.21
8 H 0.19
9 H 0.16
10 H 0.18
11 H 0.17
12 H 0.34
13 H 0.38
14 H 0.45
15 H 0.50
16 O -1.00

***

No. 7
Molecular formula: C3H10NOS
Method: DFT, ωB97M-V with the def2-TZVPD basis set

Summary:
Multiplicity = 1
Gap between HOMO and LUMO = 10.1 eV
Total charge = +1
Energy above the lowest of the compared OMol25 structures with the same formula, charge and spin = 24.2 kcal/mol
Largest force on an atom = 4.3 eV/Å
HOMO level = -0.518 Ha

Positions of all 16 atoms, in Å:
C (0.8664, -1.7243, -0.7987)
C (-2.3789, 1.2462, 0.6517)
C (-0.1023, -0.5413, 1.0652)
N (-0.1326, -0.9049, -0.1850)
O (1.7717, 1.0927, 0.4277)
S (-1.1021, 0.6370, 1.8464)
H (1.7020, -1.7731, -0.1775)
H (0.3930, -2.6867, -1.1921)
H (1.2865, -1.2160, -1.7428)
H (-1.8392, 1.6810, -0.1373)
H (-3.1224, 1.8743, 1.2098)
H (-2.8152, 0.3065, 0.3092)
H (0.4607, -0.9735, 1.8317)
H (-0.7628, -0.2393, -0.6436)
H (2.6909, 0.6196, 0.3176)
H (1.9857, 2.0286, 0.6891)

Charges in e, computed with natural (NBO), in the same order as the atoms:
1 C -0.43
2 C -0.73
3 C 0.08
4 N -0.48
5 O -0.98
6 S 0.40
7 H 0.22
8 H 0.25
9 H 0.25
10 H 0.23
11 H 0.29
12 H 0.24
13 H 0.24
14 H 0.43
15 H 0.49
16 H 0.51

***

No. 8
Molecular formula: C3H10NOS2
Method: DFT, ωB97M-V with the def2-TZVPD basis set

Summary:
Multiplicity = 1
Gap between HOMO and LUMO = 6.4 eV
Total charge = -1
Energy above the lowest of the compared OMol25 structures with the same formula, charge and spin = 38.4 kcal/mol
Largest force on an atom = 1.0 eV/Å
HOMO level = -0.113 Ha

Positions of all 17 atoms, in Å:
C (1.0609, 2.0947, -0.3311)
S (2.1453, 1.9829, 1.1395)
S (1.3229, 0.3624, 2.1686)
C (1.6257, -1.0535, 1.0893)
H (0.6601, 1.0829, -0.5487)
H (0.2827, 2.8332, -0.1767)
H (1.7151, 2.3103, -1.1781)
H (2.6739, -1.1173, 0.7781)
H (1.4552, -1.9348, 1.7100)
H (0.9759, -1.0052, 0.2130)
N (-2.5931, -1.5111, -0.7335)
C (-1.7610, -0.2999, -0.5006)
O (-0.5509, -0.2996, -1.0752)
H (-2.8972, -1.5159, -1.7057)
H (-1.9752, -2.3124, -0.6192)
H (-2.4009, 0.5600, -0.8369)
H (-1.7392, -0.1766, 0.6071)

Charges in e, computed with natural (NBO), in the same order as the atoms:
1 C -0.78
2 S 0.01
3 S 0.05
4 C -0.78
5 H 0.33
6 H 0.20
7 H 0.20
8 H 0.20
9 H 0.21
10 H 0.30
11 N -0.90
12 C 0.12
13 O -0.96
14 H 0.33
15 H 0.33
16 H 0.07
17 H 0.08